Density functional theory data (ωB97M-V with the def2-TZVPD basis set) for a 2-piece molecular cluster, C14H16 overall in a non-equilibrium geometry.

Each line ends with the Mulliken charge.
Element x y z (Å)
C -2.3396 3.8521 -1.7777  -1.3687
C -2.8246 0.1385 -1.5707  -0.4127
C -1.5665 -0.2900 -1.9911  -0.3164
C -2.9715 1.4949 -1.3041  -0.4668
C -1.9960 2.4045 -1.6642  0.8437
C -0.5282 0.6238 -2.3307  -0.5219
C -0.7204 1.9438 -1.9797  -0.5274
H -3.7457 -0.4289 -1.5324  0.3573
H -1.4294 -1.3646 -2.0269  0.3569
H -3.9606 1.9470 -1.2389  0.2622
H 0.3247 0.1345 -2.7765  0.3846
H -3.3359 4.0444 -2.1919  0.3695
H -1.6632 4.3237 -2.4922  0.3743
H 0.0661 2.6771 -2.1193  0.3678
H -2.4251 4.3534 -0.8161  0.2970
C 0.8486 -2.2896 3.6744  -1.3191
C 3.1962 -0.4865 1.2708  -0.3008
C 3.1230 -1.3572 0.2216  -0.6932
C 2.3308 -0.6926 2.3775  -0.5012
C 1.5140 -1.7944 2.4173  0.8521
C 2.0385 -2.2445 0.1262  -0.2466
C 1.2977 -2.5736 1.2431  -0.6574
H 3.9515 0.2791 1.3769  0.3992
H 3.9087 -1.2672 -0.5206  0.3609
H 2.5013 -0.1012 3.2700  0.3412
H 1.7871 -2.6343 -0.8547  0.3966
H 0.7277 -3.3750 3.6005  0.3698
H -0.1068 -1.8301 3.8969  0.2860
H 0.4602 -3.2498 1.1870  0.3613
H 1.5372 -2.2372 4.5256  0.3522

Computed properties:
Highest occupied orbital energy: -8.71 eV
Maximum force: 2.89 eV/Å
HOMO-LUMO gap: 9.65 eV
LUMO level: 0.95 eV
ΔE to the lowest compared entry with this formula, charge and spin: 132.3 kJ/mol